[1]
Entry from the OMol25 dataset: a structure of composition C30H70Cl2N10O10RbSn at a distorted geometry (ωB97M-V/def2-TZVPD).

Structure (XYZ):
```
124
Properties=species:S:1:pos:R:3:lowdin_charge:R:1
Rb -1.2031 -1.1196 -2.8460 0.588
Sn -3.4104 -2.3663 2.2168 1.505
Cl -1.0025 -0.0310 0.4202 -0.337
Cl -3.1170 -3.5369 -1.2247 -0.424
C -6.9788 1.6952 1.5285 0.020
C -6.0645 0.7272 0.7626 -0.510
O -5.5681 -0.2434 1.3272 -0.071
N -5.7604 1.0050 -0.5378 0.020
C -4.8579 0.2038 -1.3348 -0.083
H -7.8559 1.2322 1.9806 0.088
H -7.2651 2.5902 0.9761 0.077
H -6.3757 2.1034 2.3395 0.081
H -6.1331 1.8024 -1.0330 0.141
H -4.4661 0.7502 -2.1928 0.080
H -5.2196 -0.7615 -1.6889 0.087
H -3.9114 0.0375 -0.8205 0.039
C 6.2734 -0.9281 -1.4674 0.025
C 5.2654 -0.8808 -0.2964 -0.597
O 5.6098 -0.5087 0.7806 0.066
N 4.0379 -1.0161 -0.6866 0.047
C 2.7959 -0.7055 0.0520 -0.031
H 6.7683 -1.8933 -1.3601 0.090
H 7.0317 -0.1545 -1.3466 0.087
H 5.6866 -0.6969 -2.3564 0.053
H 3.9157 -1.0982 -1.6858 0.102
H 2.1807 0.1114 -0.3253 0.065
H 2.9152 -0.4300 1.0998 0.074
H 2.1459 -1.5787 -0.0031 0.049
C -4.1763 -0.6323 6.6417 0.010
C -3.7642 -0.0765 5.2446 -0.454
O -4.5078 -0.2419 4.2025 -0.129
N -2.5835 0.5760 5.1371 0.006
C -2.0880 1.1775 3.9630 -0.074
H -3.9164 -1.6827 6.7731 0.071
H -5.2598 -0.5836 6.7499 0.086
H -3.7026 -0.1432 7.4929 0.078
H -2.0472 0.5380 5.9921 0.144
H -1.7893 2.1573 4.3358 0.097
H -2.8888 1.3401 3.2417 0.090
H -1.1546 0.7455 3.6019 0.072
C -0.3078 -6.9273 -2.1538 0.002
C 0.6606 -6.0027 -1.4691 -0.537
O 1.9193 -6.1661 -1.5047 -0.017
N 0.0349 -4.9248 -0.9677 0.004
C 0.5733 -3.8656 -0.0627 -0.055
H -0.1269 -7.9316 -1.7705 0.095
H -0.1145 -6.8859 -3.2257 0.087
H -1.3359 -6.5741 -2.0749 0.071
H -0.9152 -4.8479 -1.3017 0.009
H 0.0783 -3.8129 0.9070 0.063
H 0.4165 -2.9016 -0.5468 0.036
H 1.6419 -3.9842 0.1166 0.086
C 0.9583 -2.3119 3.8815 0.032
C -0.2176 -2.5464 4.8580 -0.523
O -1.3408 -2.7135 4.4201 -0.101
N 0.0463 -2.6067 6.1678 0.024
C -0.7907 -2.7821 7.3036 -0.060
H 0.8820 -1.3564 3.3627 0.078
H 1.1338 -3.0892 3.1377 0.080
H 1.8650 -2.2148 4.4786 0.078
H 1.0457 -2.6859 6.2908 0.142
H -1.5647 -2.0146 7.2896 0.069
H -0.2415 -2.6196 8.2310 0.096
H -1.2045 -3.7659 7.5248 0.096
C 0.2094 4.1263 2.1464 -0.011
C -1.2338 4.3467 1.7112 -0.508
O -1.8334 5.3682 2.0962 0.012
N -1.8362 3.3351 0.9567 0.013
C -3.2899 3.3325 0.5655 -0.051
H 0.5962 3.1977 1.7268 0.055
H 0.3981 4.3293 3.2006 0.084
H 0.8377 4.8681 1.6535 0.081
H -1.2947 2.5025 0.7732 0.001
H -3.5033 4.0455 -0.2309 0.083
H -3.9210 3.6011 1.4127 0.077
H -3.6205 2.3624 0.1943 0.049
C 4.5909 2.9316 4.5771 0.004
C 4.5999 1.4843 4.0160 -0.582
O 4.5159 0.4517 4.7247 -0.027
N 4.6510 1.2889 2.7681 0.037
C 4.3055 2.3282 1.7232 -0.028
H 4.9467 2.8387 5.6032 0.079
H 3.5578 3.2770 4.5369 0.078
H 5.2482 3.6423 4.0761 0.071
H 4.6228 0.3399 2.4237 0.098
H 3.2411 2.2203 1.5144 0.066
H 4.8456 2.2489 0.7798 0.075
H 4.5593 3.3406 2.0373 0.071
C -3.4539 2.2083 -5.6288 -0.007
C -2.3706 1.4495 -5.2331 -0.605
O -2.2064 1.2507 -4.0456 -0.056
N -1.5713 0.9697 -6.2492 0.039
C -0.3378 0.1767 -6.0336 -0.065
H -3.7636 2.9043 -4.8492 0.117
H -4.2676 1.5091 -5.8216 0.113
H -3.3020 2.6951 -6.5921 0.104
H -1.9757 0.8821 -7.1706 0.139
H -0.5934 -0.7796 -5.5774 0.040
H 0.4412 0.6450 -5.4319 0.066
H 0.2336 0.0444 -6.9524 0.093
C -0.0831 2.9424 -2.3856 -0.004
C -0.0638 3.9381 -3.5134 -0.563
O -0.9238 4.7491 -3.7787 0.059
N 1.1335 3.9931 -4.1491 0.000
C 2.3452 3.2114 -3.9968 -0.071
H 0.7096 3.0638 -1.6474 0.083
H -0.0574 1.9343 -2.7993 0.059
H -1.0248 3.1016 -1.8602 0.076
H 0.9266 4.4127 -5.0442 0.139
H 2.5880 3.0040 -2.9546 0.083
H 3.1763 3.7375 -4.4663 0.086
H 2.1795 2.3192 -4.6007 0.065
C 1.7963 -3.2736 -4.0192 0.047
C 2.2549 -1.7804 -4.0136 -0.511
O 1.5258 -0.9604 -3.4526 -0.129
N 3.5098 -1.4216 -4.3701 -0.001
C 4.5108 -2.2264 -4.9950 -0.066
H 2.5144 -3.9484 -4.4851 0.077
H 0.9113 -3.1982 -4.6511 0.084
H 1.6121 -3.5847 -2.9909 0.079
H 3.7697 -0.4565 -4.2252 0.138
H 5.0083 -2.9037 -4.3009 0.098
H 5.1170 -1.5440 -5.5908 0.101
H 3.8835 -2.8238 -5.6566 0.084
```

## Properties
Net charge: +1
Kohn-Sham gap: 5.346 eV
LUMO energy: -5.2 eV
Max |F|: 6.86 eV/A


[2]
Entry from the OMol25 dataset: a structure of composition C31H25BrCoN3OP (ωB97M-V/def2-TZVPD).

Structure (XYZ):
```
63
Properties=species:S:1:pos:R:3:nbo_charge:R:1
Co 0.0214 0.2409 0.3703 1.334
Br 4.8668 0.4902 -5.0531 0.147
C 3.9829 0.1591 -3.4275 -0.066
C 2.5958 0.2016 -3.3776 -0.217
C 1.9607 -0.0099 -2.1689 -0.205
C 2.6959 -0.2649 -1.0130 0.149
C 4.0878 -0.3265 -1.0764 -0.225
C 4.7265 -0.1151 -2.2829 -0.205
N 1.9530 -0.3934 0.1839 -0.550
C 2.4540 -0.6767 1.3296 0.145
C 1.5674 -0.7727 2.4929 0.121
C 2.0325 -1.1574 3.7383 -0.180
C 1.1184 -1.2905 4.7775 -0.111
C -0.2212 -1.0421 4.5328 -0.215
C -0.6085 -0.6485 3.2593 0.090
N 0.2628 -0.5056 2.2652 -0.565
H 2.0250 0.4064 -4.2727 0.250
H 0.8762 0.0368 -2.1245 0.203
H 4.6912 -0.5240 -0.2004 0.225
H 5.8054 -0.1565 -2.3403 0.252
H 3.5122 -0.8688 1.4803 0.214
H 3.0846 -1.3586 3.8890 0.250
H 1.4514 -1.5942 5.7611 0.256
H -0.9653 -1.1525 5.3085 0.258
H -1.6475 -0.4463 3.0284 0.221
O -2.2786 -1.2176 -0.3074 -0.550
N -1.8111 0.1055 -0.3963 -0.329
C -2.7699 0.9581 -0.3963 0.165
C -2.6943 2.4119 -0.3861 -0.066
C -3.9278 3.0335 -0.6229 -0.145
C -4.0467 4.4124 -0.6593 -0.179
C -2.9294 5.1975 -0.4326 -0.141
C -1.7018 4.5984 -0.1782 -0.169
C -1.5576 3.2171 -0.1592 -0.347
P 0.1148 2.5847 0.1841 0.828
C 1.1325 3.0417 -1.2354 -0.405
C 0.5671 3.3783 -2.4632 -0.140
C 1.3846 3.5956 -3.5636 -0.215
C 2.7615 3.4860 -3.4429 -0.173
C 3.3298 3.1518 -2.2190 -0.191
C 2.5202 2.9202 -1.1213 -0.206
C 0.6700 3.4920 1.6465 -0.408
C 0.0747 3.1438 2.8611 -0.139
C 0.4139 3.8160 4.0216 -0.216
C 1.3639 4.8296 3.9806 -0.164
C 1.9595 5.1771 2.7781 -0.190
C 1.6137 4.5150 1.6077 -0.189
H -1.9824 -1.6685 -1.1108 0.492
H -3.7715 0.5332 -0.4321 0.234
H -4.8067 2.4213 -0.7836 0.232
H -5.0084 4.8669 -0.8526 0.250
H -3.0070 6.2766 -0.4448 0.247
H -0.8391 5.2254 0.0138 0.238
H -0.5065 3.4739 -2.5696 0.218
H 0.9419 3.8584 -4.5152 0.239
H 3.3954 3.6651 -4.3013 0.243
H 4.4047 3.0702 -2.1230 0.236
H 2.9710 2.6469 -0.1739 0.221
H -0.6771 2.3621 2.8953 0.195
H -0.0631 3.5564 4.9580 0.233
H 1.6339 5.3531 4.8882 0.240
H 2.6910 5.9735 2.7449 0.240
H 2.0709 4.8097 0.6725 0.233
```

## Properties
Net charge: +2
Kohn-Sham gap (alpha / beta): 6.952 / 6.755 eV
2S+1: 4
LUMO energy (alpha / beta): -6.8 / -7.1 eV
Max |F|: 0.36 eV/A


[3]
Entry from the OMol25 dataset: a cluster of 3 separate species, C17H40N6O4PS in total at a distorted geometry (ωB97M-V/def2-TZVPD).

Structure (XYZ):
```
69
Properties=species:S:1:pos:R:3:nbo_charge:R:1
C 1.3723 -2.3798 1.5460 -0.648
C 0.3378 -2.6045 0.3137 -0.079
N -0.6064 -3.7678 0.5876 -0.520
C -1.7958 -3.3950 1.4173 -0.290
C -2.5819 -2.0946 0.9084 -0.216
P -4.4195 -2.4484 0.4906 1.242
N -4.6314 -4.0004 0.1582 -1.311
O -1.8622 -1.5592 -0.2413 -0.538
C -0.5088 -1.2466 0.1911 0.078
C 0.1983 -0.0925 -0.6627 -0.448
C 0.6854 1.1338 0.2859 -0.537
S -0.4430 2.5999 0.2335 0.289
C -2.0750 1.9592 0.7798 0.258
N -2.4503 1.4688 2.0697 -0.280
N -3.7656 1.0522 2.0172 -0.276
C -4.1600 1.3187 0.6759 0.257
O -3.1653 1.8966 -0.1441 -0.407
H 0.7299 -2.3698 2.4937 0.220
H 1.9212 -1.3875 1.4668 0.258
H 2.1479 -3.2085 1.6321 0.239
H 0.9705 -2.8580 -0.5979 0.240
H -0.8622 -4.2188 -0.3163 0.457
H -0.0562 -4.4948 1.0957 0.448
H -2.4484 -4.3394 1.5007 0.289
H -1.4586 -3.1758 2.4981 0.239
H -2.6206 -1.3422 1.7873 0.235
H -4.8131 -1.6022 -0.6219 -0.006
H -5.2280 -1.9853 1.6040 -0.016
H -4.9932 -4.0656 -0.8050 0.388
H -0.6055 -0.8340 1.2684 0.198
H -0.5087 0.3019 -1.4800 0.262
H 1.1120 -0.5155 -1.2206 0.238
H 1.7384 1.4047 -0.0640 0.266
H 0.7865 0.7623 1.3605 0.230
H -5.1986 1.0789 0.2830 0.230
C 3.7025 5.0888 4.6647 -0.616
C 2.5200 5.2168 3.7072 -0.084
C 1.5972 3.9813 3.6970 -0.077
O 2.1185 2.8613 2.9843 -0.564
C 3.0542 2.0849 3.7136 -0.246
N 3.0275 5.5231 2.3631 -0.815
H 4.4957 4.4499 4.2704 0.201
H 4.1496 6.0701 4.8450 0.228
H 3.3845 4.6842 5.6295 0.204
H 1.9220 6.0687 4.0476 0.196
H 0.6748 4.2564 3.1746 0.188
H 1.3024 3.6898 4.7121 0.169
H 2.8148 2.0427 4.7792 0.178
H 4.0630 2.4734 3.5627 0.175
H 3.0330 1.0677 3.3132 0.168
H 2.2352 5.7112 1.7508 0.350
H 3.4251 4.6628 1.9852 0.349
C -0.7010 -2.3852 -6.1283 -0.615
C -0.8373 -1.0062 -5.4871 -0.085
C 0.5150 -0.3394 -5.1629 -0.078
O 1.1704 -0.8668 -4.0114 -0.563
C 1.8842 -2.0704 -4.2414 -0.251
N -1.6842 -1.1189 -4.2909 -0.819
H -0.4457 -3.1623 -5.4044 0.195
H -1.6474 -2.6825 -6.5882 0.228
H 0.0632 -2.3809 -6.9099 0.211
H -1.3529 -0.3657 -6.2101 0.201
H 0.3226 0.7139 -4.9333 0.188
H 1.1874 -0.3490 -6.0286 0.176
H 2.3333 -2.1009 -5.2370 0.187
H 1.2282 -2.9306 -4.0905 0.159
H 2.6837 -2.1349 -3.4989 0.182
H -1.8590 -0.1835 -3.9263 0.350
H -1.1226 -1.5605 -3.5622 0.342
```

## Properties
Net charge: +1
Kohn-Sham gap: 7.938 eV
LUMO energy: -3.0 eV
Energy relative to the best compared isomer or geometry (same formula, charge and spin): 6.653 eV
Max |F|: 6.21 eV/A


[4]
Entry from the OMol25 dataset: a cluster of 3 separate species, C2HN2O4 in total at a distorted geometry (ωB97M-V/def2-TZVPD).

Structure (XYZ):
```
9
Properties=species:S:1:pos:R:3:nbo_charge:R:1
C -0.5372 -0.4933 0.5570 0.538
C 0.3579 -1.0467 -0.2035 0.050
N 1.9994 1.6237 0.0743 0.321
N 1.3293 -1.5205 -0.6583 -0.159
O 2.9384 1.4423 -0.6750 -0.417
O 1.9522 2.5643 0.9340 -0.501
O -1.7099 -0.4263 0.8335 -0.276
O -2.9473 -1.4740 -0.6032 -0.963
H -3.3827 -0.6695 -0.2589 0.407
```

## Properties
Net charge: -1
Kohn-Sham gap (alpha / beta): 6.373 / 4.081 eV
LUMO energy (alpha / beta): 1.5 / 0.7 eV
Energy relative to the best compared isomer or geometry (same formula, charge and spin): 8.637 eV
Max |F|: 7.63 eV/A


[5]
Entry from the OMol25 dataset: an isolated molecule of CH5N3OS at a distorted geometry (ωB97M-V/def2-TZVPD).

Structure (XYZ):
```
11
Properties=species:S:1:pos:R:3:nbo_charge:R:1
H 0.1083 -1.9953 1.5872 0.343
N -0.4705 -1.4530 0.8970 -0.706
C 0.2946 -0.4356 0.5375 0.501
N 1.6071 -0.2491 1.0108 -0.334
O 2.1365 0.6330 0.0236 -0.594
N -0.1517 0.5279 -0.3845 -0.784
S -1.7051 0.3405 -1.0459 0.188
H 1.3088 0.3198 2.0947 0.371
H 2.5277 0.0327 -0.8184 0.488
H 0.1586 1.5067 -0.3094 0.421
H -2.5744 0.4576 0.1032 0.105
```

## Properties
SMILES string: [H]/N=C(\NO)NS
Kohn-Sham gap: 9.437 eV
LUMO energy: 0.4 eV
Energy relative to the best compared isomer or geometry (same formula, charge and spin): 3.436 eV
Max |F|: 4.91 eV/A